A gas-phase ion, C4H11N5 (charge +2), computed with ωB97M-V with the def2-TZVPD basis set.

Values from the calculation:
E_tot: -11754.908 eV
molecular weight: 129.2 g/mol
energy above the lowest of the compared OMol25 structures with the same formula, charge and spin: 4.5078 eV

Geometry as ORCA input:
```
! RIJCOSX wB97M-V def2-TZVPD def2/J DEFGRID3
* xyz 2 1
N -0.396 1.473 0.267
N -1.456 0.932 0.227
N 2.519 -0.881 -0.231
N 1.800 2.016 -0.095
N -3.547 -0.292 -0.037
C 0.321 -1.632 0.200
C 1.241 -0.459 -0.053
C -2.426 0.582 -0.455
C 0.831 0.855 0.083
H -0.235 -2.067 -0.617
H 2.733 1.749 -0.551
H 2.250 2.264 0.799
H -4.277 0.004 -0.749
H -0.491 -1.284 0.883
H -3.225 -1.345 -0.238
H -3.789 0.092 0.918
H 0.854 -2.551 0.724
H 3.308 -0.371 -0.370
H 1.248 2.684 -0.704
H 2.736 -1.767 -0.002
*
```

These are the Löwdin partial charges, in e, on atoms 1 to 8: atom 1 (N): 0.108, atom 2 (N): 0.007, atom 3 (N): 0.216, atom 4 (N): 0.238, atom 5 (N): 0.178, atom 6 (C): -0.007, atom 7 (C): -0.230, atom 8 (C): -0.021

=====

2 unconnected molecules or ions with the total composition C4H11NO, computed with ωB97M-V with the def2-TZVPD basis set.

Values from the calculation:
E_tot: -7861.788 eV
molecular weight: 89.1 g/mol
energy above the lowest of the compared OMol25 structures with the same formula, charge and spin: 0.7257 eV

Geometry as ORCA input:
```
! RIJCOSX wB97M-V def2-TZVPD def2/J DEFGRID3
* xyz -1 2
O -1.213 0.579 3.816
N -2.742 -0.197 2.306
C 1.204 0.141 -3.820
C 2.359 -0.517 -3.081
C -2.171 0.770 3.093
C 2.250 -0.613 -1.555
H -2.605 -1.158 2.616
H 1.068 1.192 -3.564
H 3.298 -0.008 -3.326
H -2.742 1.682 3.289
H 3.120 -1.167 -1.197
H 2.253 0.360 -1.060
H -3.081 -0.151 1.362
H 1.456 0.091 -4.882
H 2.510 -1.541 -3.438
H 1.348 -1.125 -1.217
H 0.263 -0.361 -3.595
*
```

These are the Löwdin partial charges, in e, on atoms 1 to 8: atom 1 (O): -0.218, atom 2 (N): -0.051, atom 3 (C): -0.131, atom 4 (C): -0.341, atom 5 (C): -0.756, atom 6 (C): -0.125, atom 7 (H): 0.002, atom 8 (H): 0.068

=====

2 unconnected molecules or ions with the total composition C4H11NO, computed with ωB97M-V with the def2-TZVPD basis set.

Values from the calculation:
E_tot: -7861.181 eV
molecular weight: 89.1 g/mol
energy above the lowest of the compared OMol25 structures with the same formula, charge and spin: 1.3330 eV

Geometry as ORCA input:
```
! RIJCOSX wB97M-V def2-TZVPD def2/J DEFGRID3
* xyz -1 2
O -2.113 -1.191 -2.291
N 0.768 1.655 1.029
C 0.000 -2.003 0.797
C 0.293 -0.607 0.267
C 0.784 2.111 -0.383
C 0.567 0.316 1.231
H 1.357 2.168 1.664
H -1.730 -1.412 -1.435
H -1.369 -1.162 -2.903
H 1.377 1.573 -1.143
H 0.704 -2.433 1.566
H 0.579 -0.406 -0.715
H 0.377 0.119 2.263
H -0.859 -1.900 1.474
H -0.248 2.162 -0.694
H -0.003 -2.769 -0.004
H 1.383 3.054 -0.387
*
```

These are the Löwdin partial charges, in e, on atoms 1 to 8: atom 1 (O): -0.108, atom 2 (N): -0.105, atom 3 (C): -0.224, atom 4 (C): -0.231, atom 5 (C): -0.383, atom 6 (C): -0.352, atom 7 (H): 0.041, atom 8 (H): -0.007

=====

2 unconnected molecules or ions with the total composition C4H11NO, computed with ωB97M-V with the def2-TZVPD basis set.

Values from the calculation:
E_tot: -7861.777 eV
molecular weight: 89.1 g/mol
energy above the lowest of the compared OMol25 structures with the same formula, charge and spin: 2.7767 eV

Geometry as ORCA input:
```
! RIJCOSX wB97M-V def2-TZVPD def2/J DEFGRID3
* xyz 0 1
O 1.062 -2.006 0.874
N 0.147 0.180 -1.212
C 0.490 0.765 1.242
C -0.472 0.703 0.035
C 0.238 0.262 2.492
C -0.600 0.319 -2.502
H -0.762 -0.243 2.637
H 1.475 1.089 0.910
H 1.011 0.119 3.307
H 0.549 -1.657 0.128
H -0.116 -0.266 -3.182
H -1.663 -0.154 -2.541
H -0.722 1.304 -2.929
H 0.825 -1.458 1.639
H 0.742 -0.690 -1.176
H -0.835 1.686 -0.126
H -1.369 0.047 0.405
*
```

These are the Löwdin partial charges, in e, on atoms 1 to 8: atom 1 (O): -0.072, atom 2 (N): -0.132, atom 3 (C): -0.175, atom 4 (C): -0.239, atom 5 (C): -0.042, atom 6 (C): -0.122, atom 7 (H): 0.080, atom 8 (H): 0.103

=====

2 unconnected molecules or ions with the total composition C4H11NO, computed with ωB97M-V with the def2-TZVPD basis set.

Values from the calculation:
E_tot: -7862.800 eV
molecular weight: 89.1 g/mol
energy above the lowest of the compared OMol25 structures with the same formula, charge and spin: 1.7534 eV

Geometry as ORCA input:
```
! RIJCOSX wB97M-V def2-TZVPD def2/J DEFGRID3
* xyz 0 1
O 2.139 0.091 0.180
N 2.452 2.351 -0.708
C -2.617 -1.230 1.445
C 1.575 1.341 -0.207
C -2.551 -1.145 -0.055
C -1.670 -1.767 -0.834
H -0.879 -2.354 -0.386
H -1.768 -0.737 1.927
H 0.844 1.065 -0.961
H -3.511 -0.701 1.777
H 1.068 1.767 0.657
H -3.354 -0.583 -0.516
H 2.893 2.084 -1.563
H -1.775 -1.717 -1.904
H 3.031 2.759 0.011
H -2.648 -2.228 1.879
H 3.012 0.238 0.566
*
```

These are the Löwdin partial charges, in e, on atoms 1 to 8: atom 1 (O): -0.084, atom 2 (N): 0.024, atom 3 (C): -0.121, atom 4 (C): -0.367, atom 5 (C): -0.244, atom 6 (C): -0.019, atom 7 (H): 0.059, atom 8 (H): 0.070

=====

2 unconnected molecules or ions with the total composition C4H11NO, computed with ωB97M-V with the def2-TZVPD basis set.

Values from the calculation:
E_tot: -7863.215 eV
molecular weight: 89.1 g/mol
energy above the lowest of the compared OMol25 structures with the same formula, charge and spin: 1.3383 eV

Geometry as ORCA input:
```
! RIJCOSX wB97M-V def2-TZVPD def2/J DEFGRID3
* xyz 0 1
O 2.058 0.367 0.251
N 0.761 2.154 -0.226
C -0.682 -1.174 -1.043
C 1.275 1.450 2.238
C -1.753 -2.200 -1.388
C 1.452 1.344 0.719
H 0.453 0.702 2.503
H 0.210 -1.778 -0.802
H 1.010 2.390 2.607
H -0.091 2.451 0.167
H -2.508 -1.710 -2.242
H -0.759 -0.635 -0.100
H -1.247 -3.086 -1.671
H -0.620 -0.467 -1.932
H 0.748 1.618 -1.135
H -2.518 -2.419 -0.570
H 2.212 0.994 2.624
*
```

These are the Löwdin partial charges, in e, on atoms 1 to 8: atom 1 (O): -0.008, atom 2 (N): 0.119, atom 3 (C): -0.207, atom 4 (C): -0.008, atom 5 (C): -0.197, atom 6 (C): -0.533, atom 7 (H): 0.109, atom 8 (H): 0.067

=====

2 unconnected molecules or ions with the total composition C4H11NO, computed with ωB97M-V with the def2-TZVPD basis set.

Values from the calculation:
E_tot: -7862.358 eV
molecular weight: 89.1 g/mol
energy above the lowest of the compared OMol25 structures with the same formula, charge and spin: 2.1955 eV

Geometry as ORCA input:
```
! RIJCOSX wB97M-V def2-TZVPD def2/J DEFGRID3
* xyz 0 1
O 0.063 1.495 -2.784
N -1.834 0.433 -0.410
C -0.172 -0.356 1.105
C 2.272 -0.819 0.885
C 0.905 -0.557 0.349
C -1.584 -0.572 0.621
H -1.262 1.172 -0.775
H -1.661 -1.612 0.273
H 0.340 2.413 -2.896
H 0.712 -0.766 -0.735
H 3.089 -0.381 0.265
H -2.245 -0.446 1.472
H 0.027 -0.176 2.166
H -0.767 1.529 -2.297
H 2.405 -1.924 1.099
H -2.698 0.946 -0.207
H 2.408 -0.382 1.869
*
```

These are the Löwdin partial charges, in e, on atoms 1 to 8: atom 1 (O): -0.057, atom 2 (N): -0.014, atom 3 (C): -0.140, atom 4 (C): -0.124, atom 5 (C): -0.193, atom 6 (C): -0.267, atom 7 (H): 0.030, atom 8 (H): 0.108

=====

2 unconnected molecules or ions with the total composition C4H11NO, computed with ωB97M-V with the def2-TZVPD basis set.

Values from the calculation:
E_tot: -7863.885 eV
molecular weight: 89.1 g/mol
energy above the lowest of the compared OMol25 structures with the same formula, charge and spin: 0.6689 eV

Geometry as ORCA input:
```
! RIJCOSX wB97M-V def2-TZVPD def2/J DEFGRID3
* xyz 0 1
O 2.401 -1.890 -0.289
N 1.773 -0.370 1.159
C -2.695 0.279 0.480
C -1.245 0.356 -0.065
C 1.916 -0.774 -0.163
C 1.616 0.081 -1.332
H 0.559 0.266 -1.425
H -0.855 -0.638 -0.262
H 1.975 -0.335 -2.263
H 2.171 1.057 -1.096
H -3.559 0.257 -0.186
H 2.049 -1.022 1.864
H -2.866 1.072 1.244
H -1.249 0.985 -0.925
H -0.662 0.811 0.747
H 1.417 0.521 1.444
H -2.746 -0.657 1.067
*
```

These are the Löwdin partial charges, in e, on atoms 1 to 8: atom 1 (O): 0.022, atom 2 (N): 0.139, atom 3 (C): -0.158, atom 4 (C): -0.177, atom 5 (C): -0.590, atom 6 (C): -0.013, atom 7 (H): 0.026, atom 8 (H): 0.065

=====

2 unconnected molecules or ions with the total composition C4H11NO, computed with ωB97M-V with the def2-TZVPD basis set.

Values from the calculation:
E_tot: -7862.555 eV
molecular weight: 89.1 g/mol
energy above the lowest of the compared OMol25 structures with the same formula, charge and spin: 1.9990 eV

Geometry as ORCA input:
```
! RIJCOSX wB97M-V def2-TZVPD def2/J DEFGRID3
* xyz 0 1
O -3.265 -0.972 -0.404
N -0.179 1.344 2.251
C 0.460 -0.577 -0.870
C 0.058 0.516 0.096
C 0.480 0.525 1.337
C 1.716 -0.201 -1.663
H 1.154 -0.131 1.995
H -2.807 -0.994 0.387
H 0.725 -1.446 -0.222
H -0.462 -0.911 -1.513
H 2.455 0.139 -0.911
H 2.258 -0.936 -2.277
H 1.565 0.610 -2.444
H 0.297 1.375 3.180
H -0.664 2.175 1.972
H -3.330 -1.917 -0.670
H -0.463 1.400 -0.242
*
```

These are the Löwdin partial charges, in e, on atoms 1 to 8: atom 1 (O): -0.043, atom 2 (N): 0.000, atom 3 (C): -0.283, atom 4 (C): -0.182, atom 5 (C): -0.245, atom 6 (C): -0.140, atom 7 (H): 0.146, atom 8 (H): -0.019

=====

2 unconnected molecules or ions with the total composition C4H11NO, computed with ωB97M-V with the def2-TZVPD basis set.

Values from the calculation:
E_tot: -7862.544 eV
molecular weight: 89.1 g/mol
energy above the lowest of the compared OMol25 structures with the same formula, charge and spin: 2.0094 eV

Geometry as ORCA input:
```
! RIJCOSX wB97M-V def2-TZVPD def2/J DEFGRID3
* xyz 0 1
O 1.835 2.769 -0.107
N 1.513 -1.723 0.502
C -2.565 0.624 -0.251
C -0.679 -0.941 -0.181
C -1.469 0.169 -0.855
C 0.619 -0.598 0.579
H 0.405 -0.420 1.632
H -1.333 -1.495 0.504
H -2.938 1.632 -0.423
H 2.205 -1.700 -0.234
H 1.022 0.363 0.210
H -0.445 -1.733 -0.908
H 2.105 2.553 -1.007
H 1.872 -2.210 1.307
H -0.916 0.729 -1.602
H -3.144 0.036 0.443
H 1.914 1.944 0.391
*
```

These are the Löwdin partial charges, in e, on atoms 1 to 8: atom 1 (O): -0.063, atom 2 (N): -0.016, atom 3 (C): -0.007, atom 4 (C): -0.225, atom 5 (C): -0.174, atom 6 (C): -0.280, atom 7 (H): 0.115, atom 8 (H): 0.103

=====

2 unconnected molecules or ions with the total composition C4H11NO, computed with ωB97M-V with the def2-TZVPD basis set.

Values from the calculation:
E_tot: -7861.781 eV
molecular weight: 89.1 g/mol
energy above the lowest of the compared OMol25 structures with the same formula, charge and spin: 2.7721 eV

Geometry as ORCA input:
```
! RIJCOSX wB97M-V def2-TZVPD def2/J DEFGRID3
* xyz 0 1
O -2.380 1.185 0.757
N 0.565 0.925 -0.023
C 1.333 1.646 1.005
C 0.975 -0.449 -0.230
C -0.082 -2.577 -1.152
C -0.207 -1.297 -0.786
H -1.517 0.992 0.346
H 2.309 1.967 0.599
H 0.857 2.622 1.092
H -2.387 0.505 1.442
H 0.324 -3.278 -0.424
H 0.637 1.391 -0.915
H -0.468 -2.978 -2.079
H 1.722 -0.634 -1.001
H 1.316 -0.976 0.669
H -0.920 -0.601 -1.235
H 1.533 1.019 1.866
*
```

These are the Löwdin partial charges, in e, on atoms 1 to 8: atom 1 (O): -0.086, atom 2 (N): -0.156, atom 3 (C): -0.107, atom 4 (C): -0.244, atom 5 (C): -0.020, atom 6 (C): -0.163, atom 7 (H): -0.019, atom 8 (H): 0.074

=====

2 unconnected molecules or ions with the total composition C4H11NO, computed with ωB97M-V with the def2-TZVPD basis set.

Values from the calculation:
E_tot: -7863.224 eV
molecular weight: 89.1 g/mol
energy above the lowest of the compared OMol25 structures with the same formula, charge and spin: 1.3292 eV

Geometry as ORCA input:
```
! RIJCOSX wB97M-V def2-TZVPD def2/J DEFGRID3
* xyz 0 1
O -2.903 -0.570 -0.239
N -1.039 1.360 1.422
C 1.469 -0.848 -0.442
C 2.468 -0.537 -1.521
C 0.019 0.489 1.039
C 0.398 0.169 -0.193
H 0.138 0.769 -1.063
H -2.759 -1.274 0.425
H 0.560 0.131 1.907
H -2.425 0.161 0.130
H -0.766 1.841 2.263
H 2.017 -1.005 0.496
H -1.261 2.082 0.743
H 2.096 -0.764 -2.525
H 3.463 -0.946 -1.385
H 0.975 -1.816 -0.627
H 2.558 0.560 -1.536
*
```

These are the Löwdin partial charges, in e, on atoms 1 to 8: atom 1 (O): -0.070, atom 2 (N): 0.017, atom 3 (C): -0.293, atom 4 (C): -0.121, atom 5 (C): -0.223, atom 6 (C): -0.143, atom 7 (H): 0.115, atom 8 (H): 0.051

=====

A single C4H11NO molecule, computed with ωB97M-V with the def2-TZVPD basis set.

Values from the calculation:
E_tot: -7862.898 eV
molecular weight: 89.1 g/mol
energy above the lowest of the compared OMol25 structures with the same formula, charge and spin: 1.6551 eV

Geometry as ORCA input:
```
! RIJCOSX wB97M-V def2-TZVPD def2/J DEFGRID3
* xyz 0 1
O 0.778 -0.369 2.670
N -1.377 -0.363 0.557
C 0.041 -0.301 0.322
C -0.152 -0.179 -2.252
C 0.277 0.596 -1.006
C 0.654 0.490 1.540
H 1.641 0.654 1.196
H -0.544 0.511 -3.127
H -0.026 1.296 1.797
H -0.901 -1.012 -2.022
H -2.008 -0.875 -0.090
H -0.407 1.468 -0.875
H -1.463 -0.905 1.418
H 0.418 -1.392 0.198
H 0.755 -0.670 -2.743
H 1.022 0.088 3.450
H 1.291 0.961 -1.032
*
```

These are the Löwdin partial charges, in e, on atoms 1 to 8: atom 1 (O): -0.068, atom 2 (N): -0.004, atom 3 (C): -0.388, atom 4 (C): -0.143, atom 5 (C): -0.227, atom 6 (C): -0.212, atom 7 (H): 0.095, atom 8 (H): 0.098

=====

A single C4H11NO molecule, computed with ωB97M-V with the def2-TZVPD basis set.

Values from the calculation:
E_tot: -7863.595 eV
molecular weight: 89.1 g/mol
energy above the lowest of the compared OMol25 structures with the same formula, charge and spin: 0.9581 eV

Geometry as ORCA input:
```
! RIJCOSX wB97M-V def2-TZVPD def2/J DEFGRID3
* xyz 0 1
O 2.599 -0.196 1.389
N 0.321 -0.443 0.923
C -0.861 -0.142 0.111
C -0.975 1.355 -0.156
C 1.593 -0.064 0.386
C -0.984 -0.968 -1.156
H -0.707 1.948 0.711
H 1.964 -0.727 -0.386
H 2.339 0.340 2.152
H -0.015 -1.120 -1.629
H -1.406 -1.963 -1.010
H -2.009 1.564 -0.436
H 1.545 0.959 0.021
H -1.605 -0.505 -1.932
H 0.330 -1.395 1.262
H -0.431 1.714 -1.028
H -1.700 -0.358 0.778
*
```

These are the Löwdin partial charges, in e, on atoms 1 to 8: atom 1 (O): -0.062, atom 2 (N): -0.033, atom 3 (C): -0.454, atom 4 (C): -0.084, atom 5 (C): -0.311, atom 6 (C): -0.066, atom 7 (H): 0.079, atom 8 (H): 0.112